# 1
49
Properties=species:S:1:pos:R:3:forces:R:3 method="wB97M-V/def2-TZVPD" total_charge=+2 energy_ev=-35028.23790 homo_ev=-14.33 fmax_ha_per_bohr=0.08893
C -0.772583 -3.216712 2.010907 -0.8 1.3 -1.4
C -0.044804 -2.350337 3.038122 1.7 2.2 -0.3
H -1.612164 -2.563451 1.701341 0.0 -0.5 0.0
H -1.175047 -4.224887 2.085406 0.2 0.1 1.2
H -0.181823 -3.285349 1.075259 0.2 0.0 0.5
H 0.540990 -1.605174 2.405451 -0.2 -0.8 0.3
H -0.508235 -1.549707 3.672588 -0.9 -1.4 -0.4
H 0.730461 -2.736028 3.685290 0.0 -0.8 0.0
C -0.800930 -0.801274 -3.657693 -0.3 0.3 1.3
C -0.864460 -0.805983 -5.034165 0.4 0.5 -0.6
C 0.029545 0.035355 -5.715631 -0.2 -0.3 1.4
C 0.973777 0.762691 -4.969856 1.0 0.8 -0.7
H -1.439883 -1.462054 -3.030567 0.4 0.6 -0.6
H -1.594033 -1.410947 -5.575560 0.3 0.1 0.3
H 0.010549 0.114575 -6.787886 0.1 0.0 -0.2
H 1.709645 1.358387 -5.528540 -0.4 -0.3 0.3
N 0.011520 0.040145 -2.940285 0.5 -0.3 -2.9
C 1.019328 0.789252 -3.584797 -2.3 -1.0 -0.6
C 2.012957 1.529348 -2.770663 1.7 2.0 1.6
N 1.918336 1.595798 -1.366912 1.9 0.0 -1.3
C 2.972218 1.993783 -0.599873 -0.2 0.4 -0.3
C 4.100790 2.817239 -2.509018 0.2 0.3 0.5
C 4.083631 2.651003 -1.121574 -0.8 -0.3 -0.6
H 2.901519 1.767801 0.463578 -0.2 0.3 -0.1
H 4.864653 3.041447 -0.487094 0.0 -0.1 0.1
C 3.108826 2.229683 -3.287668 -0.7 -0.4 -1.6
H 3.185851 2.335200 -4.378700 0.1 -0.1 0.6
H 4.898770 3.411061 -2.982934 -0.5 -0.5 0.2
Hf 0.621752 0.079011 -1.003629 -3.1 0.4 3.4
C 1.913282 -1.539445 -1.001825 -0.3 -0.5 0.7
H 2.852181 -1.087468 -0.710213 0.7 -0.3 0.3
H 1.960773 -1.876777 -2.025286 0.2 -0.6 -0.4
H 1.550611 -2.287939 -0.302249 0.5 -0.5 0.0
O -1.245453 2.645679 0.438129 0.7 -1.8 0.0
C -1.361534 1.517755 0.888614 -1.8 2.5 0.8
O -0.777357 0.421791 0.375902 1.3 -0.7 -1.1
C -2.209760 1.181968 2.087272 0.4 -1.4 -0.1
C -1.900718 1.733739 3.339812 -0.4 0.7 -0.9
C -2.276791 1.067894 4.496449 -0.6 -0.3 -0.2
C -3.001561 -0.126717 4.388881 1.2 0.5 -2.0
C -3.470928 -0.599300 3.146264 0.2 0.6 -0.2
C -3.042596 0.044664 1.975358 -0.5 0.4 1.1
N -2.908936 -1.086228 5.440278 -1.1 -2.1 3.1
O -2.407552 -0.739807 6.534348 -0.9 -0.7 -2.5
O -3.378958 -2.227356 5.199732 1.2 2.3 0.7
H -1.425271 2.729473 3.335475 0.1 -0.8 0.3
H -2.015022 1.445011 5.467556 0.2 0.0 0.2
H -4.110974 -1.482947 3.113094 0.4 0.3 0.0
H -3.444593 -0.273869 1.007511 0.5 -0.1 0.3

# 2
95
Properties=species:S:1:pos:R:3:forces:R:3 method="wB97M-V/def2-TZVPD" total_charge=+1 energy_ev=-176647.75252 homo_ev=-8.73 fmax_ha_per_bohr=0.06491
C 5.703710 -2.832679 1.792175 0.2 -0.6 -0.4
C 4.872152 -1.982489 1.683004 -0.8 0.6 0.2
C 3.799571 -0.963620 1.573760 0.3 -1.3 0.5
C 2.516654 -1.617054 0.999880 0.4 0.0 -1.0
C 1.663079 -0.638348 0.158424 0.1 -0.5 1.1
C 0.660044 0.158631 1.018326 0.8 0.2 -2.3
O 1.455298 0.808313 2.029687 -1.9 0.5 0.8
S 0.705053 1.063612 3.473200 1.5 -0.3 0.8
O 0.342516 -0.280046 3.912598 -0.5 -0.1 0.1
O -0.766018 1.764369 3.261921 0.6 -0.7 -1.1
C -1.027706 2.635010 2.151198 -0.5 0.1 -1.1
P -0.154039 4.320028 2.173057 -0.4 2.7 1.9
O 1.314367 4.204299 3.034681 -0.5 -1.0 -1.2
I 0.573355 4.863177 -0.086098 1.2 -0.1 -0.3
C -1.177040 2.013946 0.760301 0.5 0.1 -0.9
N -2.421886 1.272368 0.551939 0.8 -0.1 -0.1
C -2.719018 0.109791 1.354493 -2.0 -0.8 0.3
C -4.218804 0.140889 1.836837 0.0 -0.8 -0.1
C -5.079213 -1.013361 1.240586 -0.6 0.0 -0.4
C -6.361340 -0.535922 0.512487 0.2 0.0 0.7
C 0.065993 1.318902 0.154186 -1.2 -0.5 0.9
P -0.072327 0.860914 -1.659315 1.9 0.8 -0.6
O -0.605353 2.259888 -2.391946 -0.6 -1.2 0.7
I -1.790980 -0.860635 -2.011508 -0.5 0.1 0.1
H 6.416224 -3.618572 1.695413 0.1 0.2 0.2
H 4.176413 -0.171374 0.919496 -0.1 0.2 0.3
H 3.599403 -0.628041 2.597518 0.1 0.6 -0.4
H 1.922759 -2.171326 1.745928 0.1 0.4 0.0
H 2.859123 -2.391133 0.297562 -0.1 0.2 0.2
H 2.354485 0.057006 -0.337781 -0.3 -0.2 -0.1
H 1.136543 -1.254222 -0.583871 0.0 0.4 0.0
H -0.081095 -0.549613 1.403889 0.1 0.4 0.4
H -2.056087 2.987222 2.345412 0.5 0.2 0.2
H 2.063142 4.357674 2.439072 0.2 -0.3 0.2
H -1.336722 2.899498 0.112387 0.2 0.0 0.5
H -3.145356 1.957782 0.458911 0.4 -0.8 1.8
H -2.111658 -0.083204 2.243680 0.3 0.7 -0.3
H -2.669122 -0.807904 0.741940 0.4 0.4 0.0
H -4.727061 1.083978 1.585448 0.3 -0.1 0.1
H -4.286390 0.049146 2.928586 0.2 0.3 -0.2
H -5.390449 -1.698175 2.073551 0.5 0.9 -0.6
H -4.540281 -1.644883 0.520238 0.2 0.2 0.3
H -6.988362 -1.388692 0.222382 0.1 0.3 -0.2
H -6.101717 0.038589 -0.385067 0.0 -0.3 0.1
H -6.945203 0.115138 1.176549 0.0 -0.1 -0.2
H 0.865591 2.082731 0.150326 -0.2 -0.2 -0.4
H -1.527904 2.426896 -2.168384 0.1 0.4 0.0
Na -6.205741 -3.178321 2.842381 -0.3 -0.6 0.2
C 2.551903 9.071331 -0.445358 0.0 -0.3 0.1
O 2.107137 8.556494 0.802905 0.0 0.2 0.0
H 2.821175 10.116536 -0.307993 0.0 0.0 0.1
H 3.429597 8.518255 -0.792158 0.0 0.1 -0.1
H 1.756811 9.001635 -1.188533 0.1 0.1 -0.1
H 1.872663 7.634506 0.663284 -0.1 -0.1 0.1
F -1.913021 5.137255 0.814345 -1.2 -1.2 0.0
C -1.022204 10.037727 -2.899796 0.0 0.0 0.1
Cl -0.852114 9.252470 -4.478090 0.0 0.0 0.0
Cl 0.354229 11.111568 -2.628181 -0.1 0.0 0.0
Cl -2.517097 10.985379 -2.873604 0.0 0.0 0.0
Cl -1.085889 8.805181 -1.632787 0.0 0.1 -0.1
K -4.257178 2.757031 -0.931889 -0.4 1.1 -1.0
B 7.836992 0.122725 0.464308 0.2 0.0 0.0
F 8.991820 0.898454 0.280462 -0.2 -0.1 0.0
F 7.870210 -0.998260 -0.400172 -0.1 0.0 0.0
F 7.766090 -0.323500 1.801923 -0.1 0.0 0.0
F 6.683686 0.900719 0.175753 -0.1 -0.1 0.0
C 2.927793 -2.301367 5.095393 -0.3 0.3 0.1
C 3.452705 -3.555913 4.578970 0.7 1.4 -0.8
N 3.863079 -4.547110 4.174788 0.6 0.7 -0.8
H 1.982165 -2.033298 4.616588 0.1 -0.1 -0.1
H 2.747986 -2.352405 6.171796 0.1 -0.1 0.0
H 3.626675 -1.482496 4.919708 0.1 -0.2 -0.1
Cs 2.393064 -5.806391 5.833197 -1.3 -2.0 1.6
C -3.591547 -5.833628 -5.444932 0.1 0.1 -0.1
O -2.461798 -5.169355 -4.899914 -0.2 -0.1 0.1
C -2.807568 -4.104908 -4.032443 0.4 0.0 0.0
C -2.695023 -4.519334 -2.574373 -0.3 0.1 -0.1
O -3.657645 -5.514933 -2.239962 0.1 -0.1 0.0
C -3.104214 -6.821939 -2.211962 -0.1 0.0 0.1
H -3.252533 -6.774417 -5.875298 0.1 0.0 0.0
H -4.345575 -6.047479 -4.684329 0.0 0.0 0.0
H -4.033526 -5.223027 -6.238515 -0.1 0.0 0.0
H -3.813425 -3.731818 -4.256019 0.0 -0.1 0.1
H -2.100565 -3.291581 -4.222313 0.0 0.0 0.0
H -2.904362 -3.649852 -1.943543 0.0 0.0 0.0
H -1.681421 -4.862183 -2.346832 0.0 0.0 -0.1
H -2.517726 -6.962921 -1.297517 0.1 0.0 -0.1
H -2.477787 -7.019502 -3.083169 0.0 0.1 0.0
H -3.928297 -7.534861 -2.209934 0.0 0.1 0.0
C 4.018890 -2.953832 -2.965627 0.4 0.1 -0.1
C 2.656173 -3.086547 -2.470105 0.1 0.0 0.0
N 1.585156 -3.191541 -2.069592 -0.1 0.0 0.0
H 4.622774 -3.819161 -2.695610 -0.1 0.0 0.1
H 4.036579 -2.863053 -4.051060 -0.2 0.0 0.0
H 4.506522 -2.070825 -2.551275 -0.1 0.0 0.1

# 3
23
Properties=species:S:1:pos:R:3:forces:R:3 method="wB97M-V/def2-TZVPD" energy_ev=-14392.69840 e_above_lowest_kj_mol=201.8 homo_ev=-9.24 fmax_ha_per_bohr=0.08646 smiles="CC/C(F)=N/C.C=C(C)F"
C 2.027108 -1.754395 1.005751 0.6 1.7 0.2
C 1.557951 -1.453782 -0.396637 0.8 2.5 -0.7
C 1.498035 0.038876 -0.651055 0.4 1.5 0.5
F 2.029834 0.344029 -1.917160 -0.6 0.1 1.0
N 1.004204 0.920808 0.107337 0.8 -2.0 -0.7
C 0.961268 2.301511 -0.283167 2.6 -0.8 -2.0
H 3.149192 -1.896078 0.964726 -1.2 0.6 0.4
H 1.640024 -2.646395 1.371833 -0.8 -1.8 0.6
H 1.640503 -0.933315 1.706219 1.1 -1.1 -1.0
H 0.575635 -1.579128 -0.750388 -1.8 -1.6 0.4
H 2.172347 -1.814094 -1.200229 0.5 -0.6 -0.1
H 0.369208 2.363801 -1.175250 -0.7 0.5 -0.3
H 0.633882 2.903140 0.504928 -0.6 0.9 1.0
H 2.006508 2.611538 -0.629616 -1.2 -0.1 0.6
C -2.465790 1.421215 -0.320130 0.7 -4.1 -1.6
C -2.102348 0.088433 -0.288909 -1.6 3.6 -1.0
C -2.288419 -0.813207 0.834050 0.4 0.8 1.1
F -1.726556 -0.462994 -1.481014 0.2 -0.1 0.8
H -2.623312 1.835816 -1.293551 0.5 0.4 -0.5
H -2.999414 1.879282 0.438755 -0.4 0.7 1.8
H -2.813999 -0.299934 1.642494 0.5 0.0 0.0
H -1.441237 -1.366046 1.142550 1.9 0.4 0.8
H -2.804630 -1.689070 0.668459 -2.3 -1.6 -1.4

# 4
15
Properties=species:S:1:pos:R:3:forces:R:3 method="wB97M-V/def2-TZVPD" energy_ev=-9406.02500 e_above_lowest_kj_mol=367.3 homo_ev=-9.62 fmax_ha_per_bohr=0.09189
O 1.472818 -1.846590 -0.663325 0.3 3.2 3.1
C 1.410751 -0.468713 0.551677 2.3 -2.0 -3.6
C 0.246782 0.229596 -0.144298 1.1 1.2 -1.1
C -0.631959 1.223471 0.685024 0.2 0.4 0.0
C -1.876022 0.736896 -0.063756 -0.1 0.2 0.0
O -3.025623 1.097102 -0.070000 0.9 -0.4 -0.1
C -1.083962 -0.348073 -0.799661 0.1 -0.3 0.4
H 2.302039 -2.131901 -0.279296 0.5 -0.8 -0.4
H 1.470963 -1.021085 1.533297 -0.6 0.9 -1.1
H 2.478380 0.198782 0.274676 -3.2 -2.2 1.3
H 0.914955 0.671202 -0.990081 -2.0 0.0 1.2
H -0.704192 1.001241 1.760964 0.1 -0.1 -0.3
H -0.401370 2.284509 0.572063 -0.1 0.0 0.0
H -1.388685 -1.344115 -0.469083 0.1 0.0 -0.1
H -1.184875 -0.282322 -1.898201 0.4 -0.1 0.5

# 5
89
Properties=species:S:1:pos:R:3:forces:R:3 method="wB97M-V/def2-TZVPD" energy_ev=-105210.23154 homo_ev=-5.93 fmax_ha_per_bohr=0.07482
C 3.776580 -4.535418 -1.638698 -0.1 0.6 -0.2
C 2.551160 -3.807493 -2.190492 1.0 -0.6 0.5
C 1.442197 -4.733505 -2.599793 -0.2 -0.4 -0.3
O 0.817167 -5.183968 -1.374476 0.3 0.5 0.0
C -0.473124 -5.542441 -1.503209 -0.4 0.5 0.5
O -0.855829 -6.557230 -1.968853 -0.1 -0.9 -0.6
C -1.438667 -4.518388 -0.932474 -0.3 0.4 -0.3
S -0.799481 -2.871469 -1.402227 0.2 0.0 0.2
N -2.228085 -1.894967 -1.615158 -0.4 -0.1 0.2
C -2.993749 -2.132841 -2.711044 -0.4 0.0 -0.3
C -2.632389 -3.143751 -3.756157 -0.1 0.3 0.0
C -1.519474 -2.654811 -4.686472 0.2 0.0 0.3
O -1.677414 -2.683314 -5.865799 -0.2 -0.1 -0.7
C -4.143812 -1.391581 -2.899550 0.3 0.1 0.4
C -4.505368 -0.430681 -1.972091 0.1 -0.1 -0.1
I -6.264250 0.594470 -2.389513 0.1 0.0 0.0
C -3.695787 -0.180276 -0.850915 -0.1 0.3 0.0
C -4.129611 0.875873 0.132107 0.2 0.0 0.1
C -3.466488 2.278801 0.015513 -0.3 -0.3 -0.2
C -2.342275 2.454190 -0.997418 -0.6 0.0 -0.1
S -2.927274 2.718592 -2.695180 -0.1 0.1 -0.3
C -2.523071 -0.920858 -0.670778 -0.2 -0.2 -0.4
Si -1.231782 -0.718147 0.781705 0.9 -0.2 1.0
C 0.510930 -0.403457 0.134028 -2.3 -2.8 -1.2
C -1.533765 0.648621 2.014936 -0.3 -0.3 -0.4
C -1.306431 -2.323672 1.779090 -0.3 0.4 0.0
O 2.926584 -3.045930 -3.340865 -0.1 0.1 0.4
C 2.209364 -1.887956 -3.374972 -0.2 0.1 -0.6
O 1.488056 -1.670245 -4.298357 -0.3 0.1 -0.7
C 2.311527 -0.934358 -2.231115 0.5 0.5 0.4
S 2.890751 0.705656 -2.743350 0.4 0.2 -0.5
H 3.865218 -5.537350 -2.036695 0.0 -0.2 0.0
H 4.644383 -3.963364 -1.946969 0.2 0.0 0.0
H 3.774157 -4.531733 -0.555450 -0.1 -0.3 0.2
H 2.168535 -3.157852 -1.403853 -0.1 0.1 0.0
H 0.729928 -4.205141 -3.229443 -0.2 0.1 0.0
H 1.779661 -5.589095 -3.176819 0.3 -0.1 0.0
H -1.562262 -4.630534 0.137683 0.2 0.1 0.2
H -2.404664 -4.670364 -1.396673 -0.2 -0.1 0.0
H -3.490592 -3.251603 -4.406652 -0.2 -0.1 -0.1
H -2.418731 -4.125190 -3.345584 0.3 -0.1 0.0
H -0.583553 -2.270622 -4.265972 0.1 0.0 0.3
H -4.756620 -1.545542 -3.768071 0.0 -0.2 -0.2
H -5.193540 1.018394 0.020582 -0.3 -0.1 0.0
H -4.018595 0.466951 1.129130 0.2 0.1 0.2
H -3.138173 2.575440 1.002968 0.2 0.1 0.1
H -4.246194 2.985229 -0.249527 -0.1 0.1 -0.1
H -1.598314 1.664380 -0.972944 0.2 -0.1 0.0
H -1.818760 3.371503 -0.752825 -0.4 -0.2 -0.3
H -2.735334 1.518913 -3.257011 0.1 -0.1 0.2
H 1.023669 -1.346297 -0.007418 0.0 -0.3 0.2
H 1.068437 0.259453 0.784941 -0.8 -2.2 -0.4
H 0.421132 0.023553 -0.866310 -0.1 0.6 0.3
H -2.446342 0.582996 2.595530 -0.2 0.1 0.0
H -1.411331 1.619336 1.550969 -0.1 0.0 0.2
H -0.708639 0.564214 2.720327 -0.1 -0.2 0.2
H -2.050818 -3.019889 1.409563 0.0 -0.3 -0.1
H -1.617788 -2.074809 2.791105 0.0 0.1 0.2
H -0.328256 -2.787860 1.852407 0.1 -0.2 -0.2
H 1.323420 -0.788687 -1.816235 0.3 -0.4 -0.4
H 2.968929 -1.269833 -1.437416 0.0 -0.2 0.1
H 2.046475 1.488904 -2.061175 -0.2 -0.2 0.2
C 1.484990 4.459535 6.066790 0.4 -0.1 0.1
Si 2.208814 3.769042 4.459952 -0.7 0.4 -0.2
C 2.701823 1.969513 4.826319 0.3 0.1 0.2
C 3.810504 4.733461 4.135801 0.1 -0.2 0.3
N 1.064229 3.924683 3.246647 0.3 -0.5 -0.4
Si 1.233844 3.455094 1.661087 0.0 1.1 1.4
C 1.524732 1.587513 1.440441 0.9 2.1 0.1
C 2.623954 4.350938 0.730020 -0.2 -0.4 -0.5
C -0.375446 3.849188 0.731938 0.6 -0.2 -0.3
H 2.200939 4.383747 6.893641 -0.1 0.0 0.0
H 1.222250 5.511535 5.940069 0.0 0.0 0.0
H 0.584113 3.908495 6.345258 0.0 0.0 0.0
H 3.261646 1.897663 5.766801 0.0 0.0 0.0
H 3.340625 1.558866 4.040043 0.0 0.0 0.0
H 1.811980 1.342798 4.915743 0.0 0.0 0.0
H 3.581052 5.753181 3.821802 0.0 0.0 0.0
H 4.417838 4.259643 3.360758 0.0 0.0 -0.1
H 4.427487 4.790001 5.040948 0.0 0.0 -0.1
H 2.534426 1.295498 1.735639 0.1 0.1 0.1
H 1.395171 1.298319 0.383753 1.0 2.4 0.7
H 0.807164 1.019437 2.037973 0.6 0.7 0.1
H 2.558483 5.425998 0.901192 0.0 0.0 0.1
H 2.556829 4.178889 -0.353769 0.1 0.1 0.0
H 3.609510 4.005656 1.049168 0.0 0.0 0.1
H -0.580297 4.920000 0.770083 0.0 0.0 0.1
H -1.215237 3.316385 1.186382 0.2 0.4 0.0
H -0.313055 3.551971 -0.325064 0.5 0.3 0.4

# 6
7
Properties=species:S:1:pos:R:3:forces:R:3 method="wB97M-V/def2-TZVPD" total_charge=+2 energy_ev=-9632.96797 homo_ev=-20.89 fmax_ha_per_bohr=0.17774
F -0.567996 -0.389111 -1.202917 -4.5 -1.1 -7.9
Bi -1.519348 0.917232 -0.015263 1.2 1.6 4.3
H -1.417031 -0.176038 -1.976828 4.2 -2.4 1.3
C 0.592305 -0.013074 0.668173 0.8 1.6 3.0
H 1.190645 0.875261 0.918405 -0.3 -0.1 0.4
H 1.259611 -0.601790 0.028175 -1.1 0.0 -1.2
H 0.461814 -0.612480 1.580256 -0.4 0.5 0.1